No. 1
C20H51N2O9P2 | ωB97M-V/def2-TZVPD

Properties
**Frontier orbital gap**: 6.6438 eV
**Net charge**: -1
**HOMO**: -0.1579 Eh

The geometry in XYZ format:
```
84
Properties=species:S:1:pos:R:3:forces:R:3
H -4.565 2.511 6.118 0.00 0.10 -0.02
H -3.119 1.480 6.154 -0.19 -0.16 0.00
H -2.168 1.456 1.219 -0.02 0.04 -0.06
H 1.342 -3.779 2.625 -0.47 0.09 -0.28
C -3.637 2.265 5.590 0.29 -0.08 -0.17
H -2.038 4.134 -3.756 -0.02 -0.09 -0.01
O -2.767 3.384 5.524 -0.42 0.22 -0.06
H -1.884 -1.355 2.185 0.32 0.04 0.21
H 1.480 -6.989 -1.677 0.39 0.07 -0.42
O 2.304 -4.255 -0.312 -0.14 0.81 -0.47
C -3.187 3.688 1.893 0.22 0.04 0.21
C -2.756 2.861 -5.674 0.27 -0.03 -0.17
N 0.438 -2.643 0.259 0.23 1.38 0.58
O -1.991 3.150 2.429 -0.31 -0.30 -0.02
H 2.638 -3.852 -3.246 0.21 0.04 0.57
H 2.813 -6.458 -0.677 -0.05 0.11 -0.34
H 3.927 -4.284 1.684 -0.58 -0.04 -0.35
C -1.411 2.130 1.632 0.25 0.14 0.12
C -1.120 3.912 -4.311 0.18 -0.11 -0.15
H 5.234 -2.115 -0.208 0.03 -0.75 -0.08
H -3.546 3.090 1.048 0.02 -0.05 0.04
H 3.166 -2.803 4.205 0.36 -0.19 0.02
H -3.145 3.691 -6.275 -0.17 0.01 0.06
H 0.867 3.161 -3.858 -0.08 -0.10 -0.24
H -2.683 4.251 7.399 -0.12 0.07 0.11
H 4.548 -3.619 -1.795 0.34 0.16 0.56
H 0.861 -3.899 -3.204 0.50 -0.30 -0.25
H -0.748 -0.847 0.114 0.12 -0.18 0.15
O -0.490 2.200 -2.613 -0.11 0.04 -0.11
H 0.339 -0.674 -4.238 -0.04 -0.11 0.29
H -2.684 5.355 6.004 0.09 -0.04 0.04
H -4.191 4.565 6.479 0.00 -0.04 0.06
H -0.841 -2.802 2.309 -0.19 0.29 -0.20
H 0.588 -4.983 -1.099 0.11 0.22 -0.57
H 2.785 2.089 -5.511 -0.05 -0.05 -0.08
O 2.072 -4.395 2.643 0.45 -0.44 -0.37
C 1.635 -4.837 -1.427 1.35 -0.10 0.60
H -0.128 -2.807 -0.553 0.09 -0.36 -0.34
H 3.762 -1.743 1.437 -0.38 -0.06 -0.19
H 1.327 0.215 -3.064 0.02 -0.03 -0.02
H -4.550 0.804 4.359 -0.08 0.06 0.03
H 3.002 0.328 -5.377 0.15 -0.02 0.14
H 4.440 -4.081 4.030 -0.17 0.26 -0.01
C -3.106 4.433 6.406 0.21 -0.11 -0.16
O -1.383 3.048 -5.407 -0.25 -0.13 0.29
P 2.157 -2.521 -0.279 -0.71 0.08 0.26
C -0.083 3.339 -3.357 0.10 0.00 0.12
H -1.066 0.276 -2.548 0.11 0.04 0.08
N 4.362 -1.189 -2.293 0.22 -0.35 0.37
O 1.114 1.067 -4.958 0.11 0.34 0.29
C 2.281 -6.236 -1.614 -0.56 0.22 0.34
C -4.285 3.790 2.939 -0.10 0.10 -0.09
H 4.664 -2.423 3.327 0.06 -0.35 0.20
H -1.445 1.053 -4.065 0.10 0.09 -0.20
H -5.133 4.290 2.462 -0.02 -0.09 -0.04
P 4.222 -2.360 -1.191 0.18 1.25 -1.38
C 0.590 0.326 -3.865 -0.18 0.03 -0.17
C 3.211 -3.652 2.220 0.63 1.31 1.80
C 2.524 1.203 -4.929 -0.15 0.02 -0.16
H 2.167 -1.785 2.165 0.02 -0.19 -0.37
C -0.089 -1.385 0.815 -0.41 -0.58 1.46
H 2.190 -1.078 -0.421 -0.23 -0.11 0.06
H -3.075 1.429 3.669 0.16 0.17 0.08
H -2.861 1.936 -6.243 0.04 0.06 -0.05
H -0.257 -1.317 3.021 -0.51 0.12 -0.19
H -0.737 4.854 -4.722 0.04 0.12 0.18
H 0.710 -0.684 1.100 -0.06 -0.20 -0.48
H -3.987 4.428 3.771 0.25 -0.07 0.04
O -4.808 2.551 3.405 0.08 -0.01 0.12
H 3.470 -0.709 -2.358 -0.11 -0.05 -0.06
C -0.843 -1.711 2.172 0.46 0.03 -0.44
H -2.960 4.694 1.522 -0.22 0.08 -0.08
C -3.974 1.721 4.210 0.00 -0.04 -0.07
H -0.817 2.568 0.825 -0.06 -0.15 -0.13
H -3.339 2.758 -4.754 -0.02 0.06 0.02
H 2.896 1.348 -3.911 0.03 -0.12 -0.01
H 2.990 -6.298 -2.449 -0.26 -0.01 0.08
H 0.110 4.110 -2.605 -0.08 -0.01 0.03
O 1.549 -2.531 -1.952 1.26 -0.84 -0.26
C 2.837 -2.341 1.480 0.34 -1.16 0.24
C 3.945 -3.226 3.551 -0.40 0.16 -0.79
C -0.672 0.962 -3.302 0.03 -0.10 -0.01
C 1.768 -3.783 -2.577 -2.52 -0.23 0.25
H -0.755 1.540 2.273 0.02 0.08 -0.01
```
Positions in Å, forces in eV/Å.

---

No. 2
C20H52N4O8 | ωB97M-V/def2-TZVPD

Properties
**Frontier orbital gap**: 9.5533 eV
**SMILES**: CC(N)=O.CC(N)=O.CC(N)=O.CC(N)=O.CC(C)O.CC(C)O.CC(C)O.CC(C)O
**HOMO**: -0.3343 Eh

The geometry in XYZ format:
```
84
Properties=species:S:1:pos:R:3:forces:R:3
C 12.186 -18.092 17.820 -0.19 -0.39 1.35
H 11.356 -12.043 13.761 -0.12 -0.10 -0.04
H 9.362 -7.303 18.253 0.09 -0.02 0.14
H 13.753 -9.277 18.484 -0.03 0.07 0.19
H 13.014 -8.260 17.296 0.10 0.20 -0.04
H 11.301 -15.971 19.598 -0.06 -0.33 -0.15
H 15.316 -11.493 14.713 -0.11 0.24 0.41
H 15.334 -11.975 17.226 0.04 -0.38 0.05
H 12.602 -18.675 18.653 0.05 -0.13 -0.19
N 7.949 -9.574 20.214 0.37 -0.46 0.28
C 11.118 -11.586 12.797 0.53 -0.11 0.01
C 12.554 -11.697 17.221 0.79 1.29 -0.01
H 13.584 -11.911 19.092 0.04 -0.07 0.07
C 9.899 -9.611 11.751 -0.13 0.26 -0.15
C 10.046 -12.909 22.544 0.93 -1.06 -0.99
N 11.526 -10.915 16.827 0.35 -0.75 0.49
H 12.798 -16.751 20.190 0.08 0.06 0.06
H 12.059 -11.973 22.809 -0.12 0.15 -0.06
O 17.861 -11.842 19.147 0.30 -0.14 -0.25
H 12.942 -6.491 21.186 0.06 -0.10 0.14
H 12.084 -11.336 12.347 -0.11 0.24 -0.03
H 9.647 -11.058 22.101 0.09 -0.05 -0.16
N 15.327 -8.239 14.773 -0.40 0.45 -0.10
C 15.850 -10.598 14.392 -0.11 -0.70 0.04
O 9.668 -9.770 18.778 0.07 -0.03 0.27
O 10.880 -9.441 13.912 0.11 -0.82 -0.05
H 10.662 -12.334 12.149 -0.21 0.05 0.08
N 16.181 -11.644 17.678 -0.44 0.57 -0.56
H 7.291 -8.998 20.703 -0.04 0.07 -0.02
H 16.169 -10.908 13.394 0.07 0.64 -0.15
H 14.442 -17.229 17.289 -0.15 0.01 -0.10
C 11.565 -12.837 22.371 0.06 -1.11 -0.11
H 11.989 -13.752 22.805 0.06 0.29 0.37
H 15.766 -13.789 19.244 0.09 -0.46 0.16
O 9.424 -11.919 21.723 -0.36 0.51 0.86
C 17.011 -12.376 18.452 -0.06 0.05 1.04
H 14.548 -7.786 18.103 -0.18 0.35 -0.08
H 9.754 -14.391 20.972 -0.11 0.07 -0.08
H 12.069 -6.822 18.954 0.14 -0.09 -0.22
C 14.871 -9.449 14.365 -0.10 -0.90 -0.16
H 12.448 -18.618 16.903 0.14 0.44 -0.25
H 8.331 -7.011 19.672 -0.30 0.14 -0.16
O 13.507 -11.925 16.476 -0.08 -0.46 0.11
H 14.694 -7.460 14.689 -0.11 -0.08 0.12
C 12.583 -12.052 18.700 -1.15 -0.34 -0.51
C 12.741 -7.597 19.353 -0.25 0.85 0.42
H 10.823 -9.208 11.330 0.01 -0.02 -0.01
C 8.797 -9.081 19.298 -0.37 0.46 -0.84
H 9.397 -10.184 10.969 0.02 -0.25 0.18
H 11.106 -18.166 17.968 -0.02 0.20 -0.26
H 8.485 -14.369 22.255 -0.07 -0.03 -0.27
H 9.829 -12.896 23.617 -0.45 0.71 -0.06
H 16.313 -14.271 17.648 -0.13 0.14 0.01
H 16.183 -10.650 17.841 0.29 0.00 0.01
H 11.612 -10.400 15.963 -0.35 -0.10 -0.12
H 11.815 -9.698 13.861 0.12 0.63 0.14
H 11.836 -11.456 19.226 0.29 0.18 0.21
H 17.427 -14.470 18.977 0.10 0.29 0.35
C 9.545 -14.262 22.032 0.20 0.24 0.68
O 13.725 -9.628 13.966 0.49 0.50 0.01
H 12.798 -15.123 19.406 0.23 -0.10 0.51
H 16.133 -8.097 15.353 0.22 -0.31 -0.16
O 11.928 -8.557 20.026 0.07 -0.09 -0.15
C 12.366 -16.126 19.413 -0.22 0.67 -0.50
C 10.235 -10.369 13.020 0.07 -0.21 -0.02
H 9.256 -8.764 11.996 0.04 0.02 0.00
H 14.217 -6.127 20.022 0.04 -0.06 -0.12
C 8.508 -7.665 18.822 0.61 -0.44 0.04
C 12.694 -16.670 18.038 -0.11 -0.77 -0.56
H 8.152 -10.507 20.554 -0.20 -0.01 0.04
O 14.119 -16.649 17.984 0.26 0.17 0.03
H 11.361 -8.995 19.371 0.02 0.05 0.14
H 10.837 -10.692 17.527 -0.28 0.40 -0.33
H 12.231 -13.078 18.831 0.40 -0.13 -0.02
H 9.342 -10.755 13.521 -0.21 0.36 -0.03
H 16.725 -10.450 15.022 -0.02 0.11 -0.03
H 12.285 -16.020 17.256 0.03 0.16 0.07
H 11.827 -12.961 21.318 -0.12 0.50 -0.06
C 13.558 -8.225 18.242 0.14 -0.82 -0.24
H 14.219 -7.709 20.854 0.11 0.24 0.26
H 7.681 -7.717 18.115 -0.25 0.16 0.26
C 16.641 -13.830 18.593 -0.29 -0.07 -0.79
H 10.075 -15.035 22.592 -0.07 -0.11 -0.12
C 13.593 -6.922 20.428 -0.19 -0.61 -0.30
```
Positions in Å, forces in eV/Å.

---

Number 1: strongest force on any atom 2.55 eV/A, calculated total energy -61547.9948 eV. Number 2: strongest force on any atom 1.72 eV/A, calculated total energy -43926.4887 eV.